1.
{
  "formula": "C9H14O",
  "method": "ωB97M-V with the def2-TZVPD basis set",
  "elements": ["C", "C", "O", "H", "H", "H", "H", "H", "H", "C", "C", "C", "C", "C", "C", "C", "H", "H", "H", "H", "H", "H", "H", "H"],
  "xyz": [[2.053, 1.931, 2.798], [1.223, 0.773, 2.315], [3.449, 1.765, 2.529], [1.799, 2.932, 2.401], [2.069, 2.377, 3.822], [1.778, -0.123, 1.993], [3.564, 1.823, 1.575], [0.748, 0.890, 1.336], [0.499, 0.472, 3.051], [0.218, -2.453, -2.140], [-2.003, 0.582, -2.192], [-2.420, 0.630, -0.882], [-1.175, -0.478, -2.560], [-0.686, -1.367, -1.605], [-1.968, -0.280, 0.098], [-1.113, -1.320, -0.269], [-2.215, 1.399, -2.866], [-3.114, 1.356, -0.499], [-0.897, -0.384, -3.593], [-2.351, -0.227, 1.109], [0.062, -3.454, -1.703], [1.275, -2.221, -2.030], [-0.730, -1.950, 0.493], [-0.064, -2.672, -3.180]],
  "lowdin_charge": [-0.32, -0.09, -0.10, 0.10, 0.12, 0.08, 0.08, 0.06, 0.06, -0.06, -0.09, -0.10, -0.06, -0.27, -0.09, -0.05, 0.10, 0.09, 0.11, 0.10, 0.08, 0.08, 0.10, 0.08],
  "total_charge": 0,
  "lumo_energy_ha": 0.031,
  "orbital_gap_ev": 10.0,
  "relative_energy_ev": 1.422
}



2.
{
  "formula": "C9H14O",
  "method": "ωB97M-V with the def2-TZVPD basis set",
  "elements": ["C", "C", "H", "H", "H", "H", "H", "H", "C", "C", "C", "C", "C", "C", "C", "O", "H", "H", "H", "H", "H", "H", "H", "H"],
  "xyz": [[1.303, -0.325, 1.671], [2.464, 0.020, 2.587], [0.465, -0.649, 2.253], [0.814, 0.503, 1.159], [1.623, -1.138, 1.028], [3.312, 0.506, 2.100], [2.839, -0.857, 3.115], [2.139, 0.692, 3.384], [1.230, 1.108, -1.768], [-2.149, 0.688, -0.141], [-2.547, -0.590, -0.566], [-1.045, 1.291, -0.712], [-0.087, 0.494, -1.354], [-1.720, -1.323, -1.379], [-0.479, -0.771, -1.740], [-3.761, -0.989, -0.062], [-2.750, 1.139, 0.638], [-0.920, 2.315, -0.462], [-1.867, -2.352, -1.692], [-3.878, -1.942, -0.186], [1.957, 0.298, -1.934], [1.814, 1.477, -0.916], [0.210, -1.308, -2.385], [1.030, 1.714, -2.640]],
  "lowdin_charge": [-0.17, -0.17, 0.06, 0.05, 0.07, 0.06, 0.06, 0.06, -0.05, -0.01, -0.33, -0.05, -0.32, -0.02, -0.06, 0.04, 0.12, 0.11, 0.11, 0.11, 0.08, 0.07, 0.11, 0.08],
  "total_charge": 0,
  "lumo_energy_ha": 0.032,
  "orbital_gap_ev": 9.3,
  "relative_energy_ev": 0.865
}



3.
{
  "formula": "C9H14O",
  "method": "ωB97M-V with the def2-TZVPD basis set",
  "elements": ["C", "C", "C", "C", "C", "C", "C", "H", "H", "H", "H", "H", "H", "H", "H", "C", "C", "O", "H", "H", "H", "H", "H", "H"],
  "xyz": [[-1.953, 1.874, 1.934], [0.538, 2.730, -0.772], [1.274, 1.548, -0.867], [-0.490, 2.854, 0.149], [-0.828, 1.774, 0.961], [0.952, 0.470, -0.066], [-0.126, 0.583, 0.818], [0.774, 3.493, -1.504], [2.104, 1.507, -1.556], [-0.976, 3.817, 0.229], [1.575, -0.379, 0.097], [-2.166, 0.922, 2.436], [-2.920, 2.165, 1.513], [-0.367, -0.206, 1.527], [-1.762, 2.603, 2.722], [0.103, -2.608, -1.359], [0.442, -3.031, 0.058], [1.271, -2.357, -2.144], [-0.445, -3.422, -1.842], [-0.454, -1.677, -1.394], [-0.286, -2.739, 0.811], [1.839, -3.143, -2.169], [1.439, -2.656, 0.297], [0.462, -4.122, 0.121]],
  "lowdin_charge": [-0.07, -0.09, -0.09, -0.05, -0.29, -0.09, -0.05, 0.10, 0.10, 0.11, 0.08, 0.07, 0.08, 0.10, 0.08, -0.32, -0.10, -0.10, 0.11, 0.10, 0.07, 0.09, 0.07, 0.07],
  "total_charge": 0,
  "lumo_energy_ha": 0.035,
  "orbital_gap_ev": 9.9,
  "relative_energy_ev": 0.587
}



4.
{
  "formula": "C9H14O",
  "method": "ωB97M-V with the def2-TZVPD basis set",
  "elements": ["C", "C", "H", "H", "H", "H", "H", "H", "C", "C", "C", "C", "C", "C", "C", "O", "H", "H", "H", "H", "H", "H", "H", "H"],
  "xyz": [[0.609, -0.438, -3.242], [0.921, -1.261, -1.991], [0.771, -0.972, -4.177], [-0.440, -0.153, -3.244], [1.179, 0.486, -3.277], [0.971, -0.567, -1.163], [1.836, -1.853, -2.042], [0.159, -2.031, -1.863], [1.157, 0.713, 3.242], [-1.476, 0.244, -0.109], [-1.325, -0.782, 0.823], [-0.746, 1.402, 0.005], [-0.536, -0.553, 1.935], [0.031, 1.627, 1.146], [0.111, 0.674, 2.142], [-2.514, 0.238, -1.028], [-1.717, -1.773, 0.658], [-2.489, -0.544, -1.605], [-0.853, 2.165, -0.746], [-0.458, -1.329, 2.688], [0.557, 2.566, 1.245], [0.739, 0.357, 4.183], [1.525, 1.717, 3.443], [1.986, 0.064, 2.977]],
  "lowdin_charge": [-0.16, -0.16, 0.06, 0.05, 0.06, 0.05, 0.06, 0.06, -0.06, -0.35, -0.02, -0.03, -0.05, -0.04, -0.28, 0.02, 0.11, 0.11, 0.12, 0.11, 0.11, 0.07, 0.07, 0.08],
  "total_charge": 0,
  "lumo_energy_ha": 0.032,
  "orbital_gap_ev": 9.5,
  "relative_energy_ev": 0.455
}



5.
{
  "formula": "C9H14O",
  "method": "ωB97M-V with the def2-TZVPD basis set",
  "elements": ["C", "C", "H", "H", "H", "H", "H", "H", "C", "C", "C", "C", "C", "C", "C", "O", "H", "H", "H", "H", "H", "H", "H", "H"],
  "xyz": [[1.552, 2.767, 0.904], [0.782, 4.109, 1.193], [1.255, 2.521, -0.118], [2.615, 2.741, 1.052], [1.048, 2.071, 1.570], [0.884, 4.825, 0.376], [1.279, 4.629, 2.015], [-0.238, 3.798, 1.370], [-2.571, 0.680, -0.653], [-0.771, -0.362, 0.718], [-1.425, -0.259, -0.509], [0.209, -1.289, 1.009], [0.696, -1.977, -0.127], [-0.829, -0.836, -1.636], [0.299, -1.630, -1.404], [1.675, -2.942, -0.085], [-1.247, 0.271, 1.465], [0.624, -1.581, 1.963], [-3.472, 0.269, -0.167], [-2.891, 0.868, -1.681], [-1.076, -0.558, -2.646], [1.885, -3.138, 0.844], [0.785, -2.012, -2.293], [-2.513, 1.678, -0.206]],
  "lowdin_charge": [-0.15, -0.16, 0.06, 0.05, 0.04, 0.05, 0.06, 0.05, -0.07, -0.07, -0.30, -0.01, -0.32, -0.03, -0.03, 0.03, 0.11, 0.11, 0.08, 0.07, 0.11, 0.11, 0.12, 0.07],
  "total_charge": 0,
  "lumo_energy_ha": 0.031,
  "orbital_gap_ev": 9.1,
  "relative_energy_ev": 0.865
}



6.
{
  "formula": "C9H14O",
  "method": "ωB97M-V with the def2-TZVPD basis set",
  "elements": ["C", "C", "H", "H", "H", "H", "H", "H", "C", "C", "C", "C", "C", "C", "C", "O", "H", "H", "H", "H", "H", "H", "H", "H"],
  "xyz": [[-2.648, -2.510, -1.181], [-1.652, -1.923, -2.139], [-2.748, -2.075, -0.231], [-3.804, -2.500, -1.590], [-2.439, -3.533, -1.005], [-1.459, -0.894, -1.950], [-2.128, -2.154, -3.226], [-0.667, -2.314, -2.188], [3.577, 0.592, -0.044], [1.096, 1.137, -0.638], [2.063, 0.788, 0.333], [-0.277, 1.131, -0.550], [1.568, 0.468, 1.554], [-0.770, 0.702, 0.760], [0.187, 0.332, 1.789], [-2.153, 0.517, 0.860], [1.375, 1.431, -1.620], [-0.846, 1.786, -1.198], [3.717, -0.350, 0.536], [4.162, 1.465, 0.465], [2.173, 0.330, 2.513], [-0.200, 0.139, 2.821], [-2.430, -0.201, 1.488], [3.667, 0.431, -1.006]],
  "lowdin_charge": [-0.19, -0.17, 0.01, 0.13, 0.04, 0.02, 0.12, 0.04, -0.02, -0.07, -0.28, -0.03, -0.10, -0.25, -0.03, -0.01, 0.10, 0.12, 0.08, 0.12, 0.14, 0.12, 0.12, 0.00],
  "total_charge": 0,
  "lumo_energy_ha": 0.031,
  "orbital_gap_ev": 9.2,
  "relative_energy_ev": 2.411
}



7.
{
  "formula": "C9H14O",
  "method": "ωB97M-V with the def2-TZVPD basis set",
  "elements": ["C", "C", "C", "C", "C", "C", "C", "O", "H", "H", "H", "H", "H", "H", "H", "H", "C", "C", "H", "H", "H", "H", "H", "H"],
  "xyz": [[1.996, -0.157, -2.269], [0.229, -1.619, 1.421], [-0.467, -1.591, 0.230], [1.469, -0.977, 1.396], [-0.021, -1.063, -0.942], [2.115, -0.571, 0.252], [1.352, -0.590, -0.969], [-0.384, -2.288, 2.464], [-1.472, -2.037, 0.274], [-0.893, -1.744, 3.016], [1.932, -0.910, 2.386], [-0.734, -1.104, -1.759], [3.149, -0.092, 0.308], [2.897, -0.647, -2.558], [2.122, 0.934, -2.299], [1.297, -0.469, -3.017], [-2.473, 1.564, 0.241], [-1.170, 2.182, 0.345], [-2.327, 0.507, 0.498], [-3.170, 2.118, 0.876], [-2.907, 1.725, -0.756], [-1.105, 2.951, -0.407], [-0.390, 1.491, -0.128], [-1.044, 2.389, 1.397]],
  "lowdin_charge": [-0.06, -0.32, -0.08, -0.04, -0.05, -0.04, -0.25, 0.05, 0.13, 0.08, 0.12, 0.11, 0.14, 0.07, 0.09, 0.06, -0.21, -0.20, 0.06, 0.07, 0.07, 0.06, 0.07, 0.07],
  "total_charge": 0,
  "lumo_energy_ha": 0.031,
  "orbital_gap_ev": 9.5,
  "relative_energy_ev": 1.487
}



8.
{
  "formula": "C9H14O",
  "method": "ωB97M-V with the def2-TZVPD basis set",
  "elements": ["C", "C", "C", "C", "C", "C", "C", "H", "H", "H", "H", "H", "H", "H", "H", "C", "C", "O", "H", "H", "H", "H", "H", "H"],
  "xyz": [[-1.878, -0.294, -2.030], [-1.078, 0.608, -1.101], [0.137, 1.107, -1.559], [-1.527, 1.061, 0.142], [1.099, 1.736, -0.805], [-0.568, 1.678, 0.951], [0.736, 1.923, 0.561], [-2.937, -0.069, -1.905], [-1.666, -1.307, -1.646], [0.364, 0.854, -2.603], [-2.554, 0.930, 0.474], [2.075, 2.076, -1.033], [-0.818, 1.851, 1.985], [1.448, 2.113, 1.345], [-1.466, -0.285, -3.028], [1.428, -1.708, 1.169], [0.689, -2.420, 0.008], [0.728, -1.983, 2.372], [2.485, -1.935, 1.235], [1.296, -0.632, 0.925], [0.932, -2.034, -0.964], [-0.183, -2.174, 2.167], [-0.396, -2.463, 0.184], [0.981, -3.501, -0.096]],
  "lowdin_charge": [-0.04, -0.29, -0.09, -0.04, -0.07, -0.11, -0.11, 0.08, 0.07, 0.11, 0.11, 0.09, 0.10, 0.10, 0.07, -0.28, -0.09, -0.08, 0.11, 0.08, 0.06, 0.06, 0.07, 0.08],
  "total_charge": 0,
  "lumo_energy_ha": 0.033,
  "orbital_gap_ev": 9.9,
  "relative_energy_ev": 1.076
}



9.
{
  "formula": "C9H14O",
  "method": "ωB97M-V with the def2-TZVPD basis set",
  "elements": ["C", "C", "C", "C", "C", "C", "C", "O", "H", "H", "H", "H", "H", "H", "H", "H", "C", "C", "H", "H", "H", "H", "H", "H"],
  "xyz": [[2.604, 0.325, -0.748], [0.519, -1.021, 2.129], [1.452, -0.893, 1.104], [-0.403, 0.006, 2.260], [1.475, 0.194, 0.241], [-0.413, 1.099, 1.409], [0.516, 1.200, 0.384], [-1.530, -0.118, 3.064], [0.554, -1.869, 2.798], [2.288, -1.579, 1.011], [-1.311, -0.421, 3.954], [-1.270, 1.751, 1.487], [2.506, 1.206, -1.393], [2.655, -0.538, -1.417], [0.534, 2.028, -0.315], [3.535, 0.522, -0.213], [-1.595, 0.090, -2.667], [-1.856, -0.535, -1.298], [-2.361, -0.160, -3.396], [-1.407, 1.155, -2.619], [-0.724, -0.398, -3.096], [-2.201, 0.218, -0.594], [-0.946, -0.947, -0.872], [-2.620, -1.314, -1.214]],
  "lowdin_charge": [-0.06, -0.01, -0.06, -0.32, -0.30, -0.03, -0.05, 0.02, 0.11, 0.11, 0.10, 0.12, 0.07, 0.08, 0.11, 0.08, -0.15, -0.16, 0.06, 0.06, 0.05, 0.05, 0.05, 0.07],
  "total_charge": 0,
  "lumo_energy_ha": 0.033,
  "orbital_gap_ev": 9.5,
  "relative_energy_ev": 0.462
}



10.
{
  "formula": "C9H14O",
  "method": "ωB97M-V with the def2-TZVPD basis set",
  "elements": ["C", "C", "H", "H", "H", "H", "H", "H", "C", "C", "C", "C", "C", "C", "C", "O", "H", "H", "H", "H", "H", "H", "H", "H"],
  "xyz": [[0.165, 0.139, 3.967], [0.489, 0.370, 2.540], [0.584, -0.708, 4.434], [0.774, 0.870, 4.535], [-0.766, 0.443, 4.164], [1.610, 0.200, 2.457], [0.179, 1.409, 2.300], [-0.015, -0.119, 1.515], [-2.222, 0.028, -0.302], [1.395, -0.371, -2.539], [0.307, 0.558, -2.880], [1.166, -1.344, -1.592], [-0.881, 0.677, -2.194], [0.047, -1.135, -0.847], [-0.948, -0.198, -1.080], [2.595, -0.254, -3.183], [0.413, 1.202, -3.609], [2.756, 0.625, -3.634], [1.715, -2.259, -1.549], [-1.718, 1.287, -2.678], [-0.123, -1.686, 0.205], [-2.858, -0.889, -0.203], [-2.794, 0.761, -0.570], [-1.869, 0.394, 0.743]],
  "lowdin_charge": [-0.18, -0.19, 0.06, 0.08, 0.02, 0.08, 0.07, 0.07, -0.06, -0.28, -0.02, -0.03, -0.04, -0.09, -0.30, 0.02, 0.04, 0.14, 0.12, 0.14, 0.15, 0.10, -0.01, 0.10],
  "total_charge": 0,
  "lumo_energy_ha": 0.031,
  "orbital_gap_ev": 9.0,
  "relative_energy_ev": 3.231
}



11.
{
  "formula": "C9H14O",
  "method": "ωB97M-V with the def2-TZVPD basis set",
  "elements": ["C", "C", "C", "C", "C", "C", "C", "O", "H", "H", "H", "H", "H", "H", "H", "H", "C", "C", "H", "H", "H", "H", "H", "H"],
  "xyz": [[-2.419, -0.482, -1.708], [-0.805, 1.275, -1.009], [-1.619, 0.144, -0.628], [0.056, 1.756, -0.079], [0.069, 1.230, 1.258], [-1.352, -0.499, 0.613], [-0.499, -0.020, 1.573], [0.702, 2.005, 2.126], [-1.127, 1.755, -1.909], [0.885, 2.399, -0.358], [-2.911, -1.370, -1.332], [-3.201, 0.164, -2.054], [-1.840, -1.465, 0.699], [0.205, 2.093, 2.965], [-0.390, -0.593, 2.476], [-1.814, -0.699, -2.589], [2.111, -2.842, -0.875], [2.751, -1.443, -0.796], [1.209, -2.892, -0.268], [1.752, -2.996, -1.899], [2.842, -3.601, -0.662], [3.555, -1.282, -1.510], [2.033, -0.646, -1.016], [3.072, -1.367, 0.230]],
  "lowdin_charge": [0.00, 0.03, -0.16, 0.06, -0.24, 0.02, 0.06, 0.16, 0.13, 0.15, 0.09, 0.10, 0.14, 0.17, 0.14, 0.12, -0.16, -0.16, 0.05, 0.06, 0.06, 0.07, 0.04, 0.06],
  "total_charge": 1,
  "spin_multiplicity": 2,
  "lumo_energy_ha": [-0.153, -0.278],
  "orbital_gap_ev": [9.9, 7.0],
  "relative_energy_ev": 0.892
}



12.
{
  "formula": "C9H14O2",
  "method": "ωB97M-V with the def2-TZVPD basis set",
  "elements": ["C", "C", "O", "H", "H", "H", "H", "H", "H", "C", "C", "C", "C", "C", "C", "C", "O", "H", "H", "H", "H", "H", "H", "H", "H"],
  "xyz": [[4.064, -0.065, -0.610], [3.316, 1.234, -0.370], [4.075, -0.513, -1.960], [5.098, -0.132, -0.201], [3.348, -0.921, -0.177], [3.457, 1.617, 0.641], [3.519, 0.043, -2.565], [2.243, 0.883, -0.384], [3.493, 1.966, -1.125], [-4.285, 0.168, -0.321], [-2.422, -1.441, 0.318], [-2.915, -0.132, 0.119], [-1.257, -1.526, 1.034], [-0.459, -0.288, 1.138], [-2.019, 0.960, 0.120], [-0.663, 0.815, 0.532], [0.745, -0.573, 1.847], [-3.110, -2.290, 0.250], [-0.810, -2.597, 1.100], [-4.323, 0.482, -1.451], [-4.689, 1.042, 0.388], [-2.160, 1.888, -0.305], [0.740, -1.617, 2.041], [-0.045, 1.606, 0.200], [-4.939, -0.606, -0.258]],
  "lowdin_charge": [-0.33, -0.10, -0.12, 0.11, 0.14, 0.08, 0.10, 0.07, 0.06, -0.08, -0.06, -0.30, -0.02, -0.32, -0.01, -0.04, -0.05, 0.12, 0.14, 0.12, 0.13, 0.09, 0.15, 0.11, 0.02],
  "total_charge": 0,
  "lumo_energy_ha": 0.028,
  "orbital_gap_ev": 9.1,
  "relative_energy_ev": 3.844
}